{
  "formula": "C3H8OS",
  "method": "wB97M-V/def2-TZVPD",
  "species": ["O", "C", "H", "H", "C", "C", "S", "H", "H", "H", "H", "H", "H"],
  "positions_angstrom": [[-3.2641, -0.6816, -0.2022], [-2.5649, -1.0168, -1.2217], [-2.7298, -0.6382, -2.2442], [-1.9400, -1.9218, -1.2480], [1.2349, 0.9154, -0.2453], [1.1888, -0.2535, 0.7185], [1.3298, 0.2889, 2.4547], [0.3169, 1.4902, -0.1393], [2.1325, 1.5126, -0.0539], [1.2116, 0.5438, -1.2733], [2.0085, -0.9544, 0.5662], [0.2594, -0.7989, 0.5959], [0.8164, 1.5143, 2.2927]],
  "forces_ev_per_a": [[-0.10, 0.09, 0.04], [0.36, -0.14, -0.32], [-0.25, 0.32, 0.03], [0.09, -0.25, 0.27], [0.01, -0.36, -0.10], [-0.18, -0.02, 0.10], [0.18, -0.03, 0.13], [0.09, 0.26, 0.10], [-0.20, 0.11, -0.20], [0.18, 0.05, 0.06], [0.10, 0.05, -0.03], [-0.19, -0.04, -0.05], [-0.10, -0.04, -0.04]],
  "mulliken_charge": [-0.716, -0.527, 0.200, 0.164, -1.435, -0.237, -0.274, 0.320, 0.391, 0.457, 0.294, 0.264, 0.098],
  "energy_ha": -592.46144,
  "charge": -1,
  "e_lumo_ev": [3.170, 3.154],
  "de_lowest_kcal_mol": 1.9,
  "s_squared": 0.75,
  "multiplicity": 2,
  "orbital_gap_ev": [2.80, 6.03],
  "fmax_ev_per_a": 0.5,
  "homo_ev": [0.37, -2.87]
}

=====

{
  "formula": "C3H8OS",
  "method": "wB97M-V/def2-TZVPD",
  "species": ["S", "H", "H", "C", "C", "O", "C", "H", "H", "H", "H", "H", "H"],
  "positions_angstrom": [[1.2701, 0.4633, -2.9001], [0.2281, 1.2930, -3.0207], [1.8914, 1.2581, -2.0253], [-0.2581, -1.6821, 1.3548], [-0.6819, -0.4586, 1.5978], [-1.5165, -0.2214, 2.6666], [-0.2991, 0.7727, 0.8188], [0.3296, -1.8562, 0.4674], [-0.5167, -2.5158, 1.9866], [-1.2271, 0.5897, 3.0996], [0.0168, 0.4494, -0.1725], [-1.1785, 1.3974, 0.7238], [0.5749, 1.2067, 1.3136]],
  "forces_ev_per_a": [[0.00, -0.14, -0.09], [-0.01, 0.05, 0.02], [0.02, 0.09, 0.05], [0.02, -0.27, -0.40], [0.00, 0.41, 0.27], [0.10, -0.03, 0.23], [0.20, -1.26, -0.08], [0.07, -0.12, -0.04], [-0.05, -0.03, 0.09], [-0.19, 0.05, -0.04], [0.04, 0.17, -0.04], [0.15, 0.53, 0.10], [-0.35, 0.54, -0.06]],
  "mulliken_charge": [-0.352, 0.162, 0.161, -0.840, 0.646, -0.532, -0.768, 0.247, 0.286, 0.318, 0.003, 0.336, 0.332],
  "energy_ha": -592.49128,
  "e_lumo_ev": 0.737,
  "de_lowest_kcal_mol": 16.8,
  "orbital_gap_ev": 9.72,
  "fmax_ev_per_a": 1.3,
  "homo_ev": -8.98
}

=====

{
  "formula": "C3H8OS",
  "method": "wB97M-V/def2-TZVPD",
  "species": ["C", "O", "C", "C", "S", "H", "H", "H", "H", "H", "H", "H", "H"],
  "positions_angstrom": [[1.2248, 0.1693, -0.4686], [2.3336, 0.8866, 0.2367], [1.6658, -1.1692, -0.7083], [-2.4967, 0.9897, 0.8589], [-2.5706, -0.7343, 0.4576], [1.1113, 0.8070, -1.3537], [0.3260, 0.4438, 0.1468], [2.9897, 0.2058, 0.2083], [2.1869, -1.6333, 0.1270], [1.3461, -1.8961, -1.4420], [-1.4492, 1.2353, 1.0717], [-2.8374, 1.5652, -0.0084], [-3.8303, -0.8697, 0.8740]],
  "forces_ev_per_a": [[1.92, 2.25, -0.32], [-1.64, -0.39, -0.15], [-1.06, -0.94, 0.98], [1.82, -0.94, -1.91], [0.17, 0.52, 1.07], [-0.50, -0.55, -0.35], [-0.49, -0.71, 0.10], [1.20, -0.14, 0.26], [0.15, 0.03, -0.07], [-0.19, 0.54, -0.40], [-0.27, 0.22, 0.60], [-0.71, 0.42, 0.64], [-0.41, -0.30, -0.43]],
  "mulliken_charge": [0.342, -0.505, -0.567, -0.517, -0.129, 0.209, -0.239, 0.299, 0.256, 0.268, 0.183, 0.248, 0.152],
  "energy_ha": -592.25000,
  "e_lumo_ev": -3.196,
  "de_lowest_kcal_mol": 168.2,
  "orbital_gap_ev": 3.33,
  "fmax_ev_per_a": 3.0,
  "homo_ev": -6.53
}

=====

{
  "formula": "C3H8OS",
  "method": "wB97M-V/def2-TZVPD",
  "species": ["C", "C", "C", "O", "S", "H", "H", "H", "H", "H", "H", "H", "H"],
  "positions_angstrom": [[0.5107, -0.2850, -1.5280], [1.0207, -1.5438, -0.9623], [-0.4059, 1.8281, 2.4900], [-1.5607, -0.5614, 0.1446], [-0.9092, 0.3972, -0.7470], [0.9165, 0.3893, -2.1508], [1.1715, -2.3374, -1.7341], [1.8015, -1.3871, -0.2413], [0.3310, -2.0907, -0.3219], [-0.2968, 2.4772, 1.6617], [0.4768, 1.4227, 2.7765], [-1.3539, 1.2964, 2.5198], [-1.7020, 0.3947, -1.9071]],
  "forces_ev_per_a": [[-2.70, -2.07, 2.79], [-0.45, -1.37, -0.52], [-2.53, 0.47, -1.16], [-0.18, -0.70, 0.78], [-0.24, 0.65, -1.18], [1.92, 1.91, -2.26], [0.85, 0.84, 0.37], [1.24, -0.05, -0.25], [-0.93, 0.62, 0.01], [-0.10, 0.91, -0.57], [2.29, -1.40, 1.35], [0.34, 0.02, 0.38], [0.46, 0.16, 0.26]],
  "mulliken_charge": [-0.388, -0.957, -0.893, -0.561, 0.326, 0.524, 0.299, 0.295, 0.340, 0.273, 0.326, 0.290, 0.125],
  "energy_ha": -592.31485,
  "e_lumo_ev": [-0.389, 0.122],
  "de_lowest_kcal_mol": 127.5,
  "orbital_gap_ev": [8.50, 8.36],
  "fmax_ev_per_a": 4.4,
  "homo_ev": [-8.89, -8.24]
}

=====

{
  "formula": "C3H8OS",
  "method": "wB97M-V/def2-TZVPD",
  "species": ["C", "C", "C", "H", "H", "H", "H", "H", "H", "H", "H", "O", "S"],
  "positions_angstrom": [[-2.0667, 0.0654, -0.1511], [0.0498, -1.0400, 0.1467], [2.0565, 0.8746, -0.0590], [-2.0168, 0.6211, 0.8262], [-2.6630, 0.5975, -0.9021], [-2.5305, -0.9257, -0.0328], [-0.2180, -2.0428, -0.0817], [-0.0646, -0.8909, 1.2288], [2.4579, 1.0138, 0.9668], [2.8622, 1.2687, -0.7313], [1.1207, 1.4289, -0.2608], [-0.7503, -0.1148, -0.6050], [1.7629, -0.8556, -0.3449]],
  "forces_ev_per_a": [[0.10, -0.35, 0.99], [-0.27, 1.78, 0.03], [0.63, 1.08, 0.38], [-0.54, -0.46, -0.75], [0.46, 0.11, 0.20], [-0.18, 0.26, 0.32], [-0.24, -1.05, -0.26], [-0.11, 0.21, -0.11], [-0.60, 0.18, -0.48], [-0.83, -0.60, 0.31], [0.61, -0.16, 0.28], [0.80, -0.19, -0.36], [0.18, -0.80, -0.55]],
  "mulliken_charge": [-0.633, -0.456, -0.693, 0.271, 0.228, 0.280, 0.324, 0.349, 0.237, 0.291, 0.220, -0.317, -0.100],
  "energy_ha": -592.49016,
  "e_lumo_ev": 0.990,
  "de_lowest_kcal_mol": 17.5,
  "orbital_gap_ev": 9.65,
  "fmax_ev_per_a": 1.8,
  "homo_ev": -8.66
}

=====

{
  "formula": "C3H8OS",
  "method": "wB97M-V/def2-TZVPD",
  "species": ["C", "C", "C", "H", "H", "H", "H", "H", "H", "H", "H", "O", "S"],
  "positions_angstrom": [[-0.5853, -1.0419, 1.5584], [0.5932, -0.3191, -0.5070], [0.3130, 0.7624, -1.4559], [-1.5718, -1.2525, 1.8147], [-0.0623, -1.9812, 1.3599], [0.0563, -0.5552, 2.3696], [1.4172, -0.1204, 0.0980], [0.5425, -1.2898, -0.9645], [-0.6455, 0.5877, -2.0385], [0.9856, 1.0220, -2.2687], [-0.6621, 1.9599, 0.2685], [-0.4495, -0.1296, 0.4729], [0.0685, 2.3579, -0.7077]],
  "forces_ev_per_a": [[4.39, 1.15, -0.02], [-1.84, 0.20, 1.47], [-2.04, 1.18, -2.62], [-1.71, 0.13, 0.40], [-0.18, -0.18, -0.22], [-1.32, -0.83, -0.27], [2.43, -0.10, 0.25], [0.19, -0.61, -0.10], [0.93, -0.40, 0.85], [0.76, -0.69, 0.20], [-1.01, -0.41, 1.19], [-1.79, -1.03, -0.42], [1.19, 1.61, -0.69]],
  "mulliken_charge": [-0.764, -0.389, -0.540, 0.265, 0.293, 0.266, 0.340, 0.310, 0.269, 0.370, 0.113, -0.313, -0.220],
  "energy_ha": -592.46934,
  "e_lumo_ev": 0.987,
  "de_lowest_kcal_mol": 30.6,
  "orbital_gap_ev": 9.70,
  "fmax_ev_per_a": 4.5,
  "homo_ev": -8.72
}

=====

> What is the formula in the sixth record?

C3H8OS